Entry 1:
The following is a quantum chemistry calculation of C4H8O3V as an isolated structure at a distorted geometry, from the Open Molecules 2025 dataset.

Values from the calculation:
Gap between HOMO and LUMO (spin up / spin down) in eV: 8.362 / 9.444
Charge: +1
Maximum force in eV Å⁻¹: 2.938
Highest occupied orbital energy (spin up / spin down) in Eh: -0.47193 / -0.52079
LUMO level (spin up / spin down) in eV: -4.5 / -4.7
⟨S²⟩: 6.01
Spin multiplicity: 5
Energy relative to the best compared isomer or geometry (same formula, charge and spin) in eV: 0.102

```
16
C4H8O3V (ωB97M-V/def2-TZVPD)
V 0.778 -0.630 -1.339
O -0.433 -2.021 -1.880
O 0.605 1.039 -0.261
O -0.135 -1.473 0.306
C -0.860 -0.413 0.929
C 1.290 2.297 -0.371
C -0.006 0.794 0.958
C -0.855 -2.356 -0.638
H -0.947 -0.391 2.082
H 0.569 3.109 -0.231
H 1.722 2.341 -1.375
H -1.936 -2.198 -0.471
H -1.822 -0.256 0.412
H -0.571 -3.378 -0.336
H 2.083 2.346 0.385
H 0.515 1.190 1.830
```

---

Entry 2:
The following is a quantum chemistry calculation of C4H8O3Y as an isolated structure at a distorted geometry, from the Open Molecules 2025 dataset.

Values from the calculation:
Gap between HOMO and LUMO (spin up / spin down) in eV: 6.875 / 6.831
Charge: +2
Maximum force in eV Å⁻¹: 4.789
Highest occupied orbital energy (spin up / spin down) in Eh: -0.63713 / -0.63776
LUMO level (spin up / spin down) in eV: -10.5 / -10.5
⟨S²⟩: 0.75
Spin multiplicity: 2
Energy relative to the best compared isomer or geometry (same formula, charge and spin) in eV: 2.933

```
16
C4H8O3Y (ωB97M-V/def2-TZVPD)
Y -0.215 -1.866 -0.598
O 0.588 0.184 -0.064
O -1.801 -0.350 -0.717
O 1.788 -0.344 0.499
C 2.931 1.648 0.954
C -1.514 0.838 -0.285
C 2.869 0.454 0.030
C -1.760 1.992 -1.116
H 2.797 1.314 1.991
H 2.746 0.776 -1.015
H 3.886 2.175 0.828
H 2.092 2.325 0.744
H -1.653 3.003 -0.726
H -2.043 1.849 -2.159
H 3.789 -0.150 0.061
H -1.567 1.020 0.802
```

---

Entry 3:
The following is a quantum chemistry calculation of a 2-piece molecular cluster, C4H8O4 overall at a distorted geometry, from the Open Molecules 2025 dataset.

Values from the calculation:
Gap between HOMO and LUMO in eV: 11.412
Charge: 0
Maximum force in eV Å⁻¹: 4.040
Highest occupied orbital energy in Eh: -0.38917
LUMO level in eV: 0.8
Energy relative to the best compared isomer or geometry (same formula, charge and spin) in eV: 2.439

```
16
C4H8O4 (ωB97M-V/def2-TZVPD)
O -0.745 -11.650 -4.415
O -0.192 -9.414 -4.805
O -0.093 -7.477 -1.916
O 0.947 -8.118 0.011
C -1.026 -11.824 -5.777
C -0.333 -10.407 -4.067
C 0.633 -8.194 -1.254
C 0.426 -7.055 0.746
H -0.670 -7.089 0.865
H 0.892 -7.167 1.739
H -0.140 -10.411 -2.976
H -0.094 -11.643 -6.339
H 1.094 -9.123 -1.644
H -1.765 -11.058 -6.067
H -1.419 -12.816 -6.058
H 0.706 -6.071 0.334
```

---

Entry 4:
The following is a quantum chemistry calculation of a 2-piece molecular cluster, C4H8O4 overall at a distorted geometry, from the Open Molecules 2025 dataset.

Values from the calculation:
Gap between HOMO and LUMO in eV: 11.296
Charge: 0
Maximum force in eV Å⁻¹: 3.651
Highest occupied orbital energy in Eh: -0.38647
LUMO level in eV: 0.8
Energy relative to the best compared isomer or geometry (same formula, charge and spin) in eV: 1.401

```
16
C4H8O4 (ωB97M-V/def2-TZVPD)
O -0.288 1.772 -0.455
O 0.183 -1.943 0.445
O 0.016 -0.774 -1.509
O -0.646 0.886 1.542
C -0.638 3.220 1.478
C 0.823 -3.173 -1.505
C 0.265 -1.824 -0.895
C -0.414 1.864 0.867
H 0.106 3.997 0.963
H 0.038 -3.956 -1.432
H 1.720 -3.512 -0.804
H -1.743 3.668 1.375
H -0.230 3.169 2.599
H -0.355 0.888 -0.804
H 1.348 -3.249 -2.511
H -0.186 -1.033 0.646
```

---

Entry 5:
The following is a quantum chemistry calculation of one molecule with the formula C4H8O4 at a distorted geometry, from the Open Molecules 2025 dataset.

Values from the calculation:
Gap between HOMO and LUMO in eV: 8.311
Charge: 0
Maximum force in eV Å⁻¹: 5.981
Highest occupied orbital energy in Eh: -0.28455
LUMO level in eV: 0.6
Energy relative to the best compared isomer or geometry (same formula, charge and spin) in eV: 4.661

```
16
C4H8O4 (ωB97M-V/def2-TZVPD)
O 0.286 1.854 -0.173
O -2.693 0.258 0.250
O 0.012 -2.026 -0.066
O -0.041 0.018 1.246
C -0.413 -0.741 0.040
C -1.757 -0.369 -0.612
C 0.747 0.672 0.288
C 2.147 0.407 0.029
H 2.379 0.805 -0.946
H -1.591 0.273 -1.476
H 2.882 0.940 0.785
H -0.629 1.809 -0.285
H 2.393 -0.576 0.062
H -2.395 0.241 1.164
H -2.086 -1.347 -0.967
H 0.758 -2.219 0.662
```

---

Entry 6:
The following is a quantum chemistry calculation of a 2-piece molecular cluster, C4H8O4 overall at a distorted geometry, from the Open Molecules 2025 dataset.

Values from the calculation:
Gap between HOMO and LUMO in eV: 11.000
Charge: 0
Maximum force in eV Å⁻¹: 4.627
Highest occupied orbital energy in Eh: -0.37802
LUMO level in eV: 0.7
Energy relative to the best compared isomer or geometry (same formula, charge and spin) in eV: 2.566

```
16
C4H8O4 (ωB97M-V/def2-TZVPD)
O -1.772 1.626 -2.281
O 1.478 -1.154 -0.780
O 2.053 -1.012 1.410
O -1.880 -0.046 -0.805
C 2.939 0.128 1.295
C -1.236 0.676 -1.707
C 1.468 -1.607 0.394
C -3.074 0.472 -0.137
H -4.038 0.311 -0.649
H 2.386 1.007 1.666
H -2.905 1.558 -0.040
H -0.304 0.220 -2.096
H 0.923 -2.528 0.680
H 3.258 0.324 0.258
H -3.134 0.034 0.873
H 3.838 -0.010 1.919
```

---

Entry 7:
The following is a quantum chemistry calculation of C4H8O4PS as an isolated structure at a distorted geometry, from the Open Molecules 2025 dataset.

Values from the calculation:
Gap between HOMO and LUMO (spin up / spin down) in eV: 4.523 / 7.188
Charge: -1
Maximum force in eV Å⁻¹: 8.897
Highest occupied orbital energy (spin up / spin down) in Eh: -0.03524 / -0.18782
LUMO level (spin up / spin down) in eV: 3.6 / 2.1
⟨S²⟩: 2.01
Spin multiplicity: 3

```
18
C4H8O4PS (ωB97M-V/def2-TZVPD)
S 0.313 2.688 2.828
P -1.234 2.442 0.147
O 1.745 2.861 2.847
O -0.316 2.680 4.121
O 0.056 1.182 2.201
O -0.359 3.564 1.851
C 0.072 -0.310 -1.244
C 1.248 -0.826 0.978
C 0.357 0.095 0.166
C -0.192 1.111 0.857
H -0.865 -0.868 -1.295
H 1.879 -0.221 1.628
H 0.867 -0.965 -1.599
H -0.005 0.550 -1.904
H 0.648 -1.465 1.628
H -1.953 1.473 -0.670
H 1.876 -1.454 0.349
H -2.256 2.367 1.087
```

---

Entry 8:
The following is a quantum chemistry calculation of a 2-piece molecular cluster, C4H8O5 overall at a distorted geometry, from the Open Molecules 2025 dataset.

Values from the calculation:
Gap between HOMO and LUMO (spin up / spin down) in eV: 7.510 / 7.511
Charge: 0
Maximum force in eV Å⁻¹: 4.573
Highest occupied orbital energy (spin up / spin down) in Eh: -0.26161 / -0.26165
LUMO level (spin up / spin down) in eV: 0.4 / 0.4
Energy relative to the best compared isomer or geometry (same formula, charge and spin) in eV: 4.571

```
17
C4H8O5 (ωB97M-V/def2-TZVPD)
O -1.130 0.448 -0.894
O -0.073 1.654 2.596
O -0.119 -1.862 1.457
O 0.553 2.092 0.419
O -1.208 -1.889 -1.210
C 0.943 -0.840 -1.375
C -0.416 -0.808 -0.697
C 0.649 1.413 1.522
C -0.095 -0.860 0.778
H 1.654 -0.906 -0.433
H 1.767 1.108 1.781
H -1.527 0.338 -1.764
H -1.804 -2.096 -0.456
H 0.948 0.083 -1.876
H 0.993 -1.789 -1.975
H -0.204 1.832 -0.291
H -0.929 2.081 2.418
```

---

no.,E (eV)
1,-36097.443
2,-11440.599
3,-12466.721
4,-12467.759
5,-12464.498
6,-12466.593
7,-32588.756
8,-14511.224